[1]
One molecule with the formula CH3NOS in a non-equilibrium geometry. Source: the Open Molecules 2025 dataset; level of theory: ωB97M-V/def2-TZVPD.

Properties
**SMILES string**: C#S(N)=O
**Energy above the lowest of the compared OMol25 structures with the same formula, charge and spin**: 131.2 kcal/mol
**HOMO level**: -9.62 eV
**Gap between HOMO and LUMO**: 7.86 eV

XYZ file:
```
7
Properties=species:S:1:pos:R:3:mulliken_charge:R:1
C -0.0902 -1.4213 -0.2517 -0.266
S -0.3241 -0.0382 0.6708 0.514
N 0.9496 0.9604 0.1676 -0.542
O -1.5711 0.2915 -0.1328 -0.512
H -0.8918 -2.0877 0.2919 0.211
H 1.4980 0.5375 -0.5709 0.311
H 0.4296 1.7578 -0.1749 0.284
```

---

[2]
C30H47CeClP2 as an isolated structure in a non-equilibrium geometry. Source: the Open Molecules 2025 dataset; level of theory: ωB97M-V/def2-TZVPD.

Properties
**Net charge**: +2
**HOMO level (spin up / spin down)**: -13.52 / -13.52 eV
**Gap between HOMO and LUMO (spin up / spin down)**: 6.36 / 6.37 eV

XYZ file:
```
81
Properties=species:S:1:pos:R:3:mulliken_charge:R:1
Ce 0.0091 -0.4385 1.5171 -0.616
C -0.7663 -2.5849 2.6468 0.709
C 0.5495 -2.8598 2.1087 0.382
C 0.7742 -1.3344 3.8607 0.650
C -0.6182 -1.6537 3.7336 0.512
C 1.4960 -2.0645 2.8499 0.737
C -2.0608 -3.1899 2.2170 -1.575
H -2.0066 -3.5997 1.2041 0.326
H -2.8801 -2.4551 2.2329 0.439
H -2.3645 -4.0101 2.8858 0.375
C -1.7078 -1.1154 4.5965 -1.408
H -2.6144 -1.7267 4.5036 0.440
H -1.9617 -0.0778 4.3209 0.275
H -1.4080 -1.1148 5.6556 0.347
C 1.3731 -0.4520 4.9018 -1.366
H 1.0097 -0.7138 5.9117 0.383
H 1.1230 0.6070 4.7336 0.236
H 2.4645 -0.5462 4.9121 0.385
C 2.9815 -2.0743 2.7153 -1.620
H 3.4494 -2.7107 3.4858 0.361
H 3.4122 -1.0685 2.8357 0.420
H 3.3018 -2.4565 1.7420 0.356
C 0.8867 -3.8279 1.0376 -1.346
H 1.1726 -4.7949 1.4777 0.371
H 1.7309 -3.4893 0.4252 0.308
H 0.0414 -4.0146 0.3683 0.315
C -1.5134 0.8251 -4.5859 -0.308
C -1.6374 -0.5152 -4.6129 -0.495
C -0.8893 -1.4041 -5.5636 -0.829
C 0.5990 -1.0387 -5.7850 -1.194
C 1.3232 -0.5438 -4.5780 0.098
C 1.5231 0.7511 -4.2690 -0.387
C 0.8196 1.9041 -4.9102 -1.022
C -0.6163 1.6403 -5.4476 -1.041
H -1.3691 -1.4026 -6.5612 0.394
H 0.6674 -0.2894 -6.5861 0.267
H -0.9711 -2.4414 -5.2019 0.373
H -0.5461 1.1962 -6.4514 0.319
H -2.2495 1.4360 -4.0596 0.489
H -2.4772 -0.9939 -4.0900 0.830
H -1.0926 2.6340 -5.5566 0.447
H 0.7761 2.7200 -4.1688 0.336
H 2.3192 1.0543 -3.5746 0.846
H 1.4043 2.3130 -5.7565 0.411
H 1.1095 -1.9544 -6.1416 0.452
H 1.7531 -1.3614 -3.9942 0.179
P -1.3536 -0.3635 -0.9419 0.880
C -2.7772 0.5862 -1.4908 -1.069
C -1.2458 -1.9726 -1.8074 -0.449
P 1.7610 0.2807 -0.6587 0.920
C 0.1506 0.5217 -1.6285 0.833
C 2.7232 -0.9500 -1.5795 -1.359
C 2.7335 1.8005 -0.8573 -1.285
H -2.8078 1.5338 -0.9323 0.386
H -3.6854 0.0171 -1.2608 0.463
H -2.7563 0.8106 -2.5562 0.079
H -1.0094 -1.8881 -2.8769 -0.354
H -2.2267 -2.4520 -1.6910 0.533
H -0.4949 -2.6229 -1.3283 -0.008
H 2.8805 2.1057 -1.8979 0.404
H 3.7130 1.6263 -0.3937 0.474
H 2.2363 2.6139 -0.3112 0.334
H -0.0455 1.5916 -1.7584 0.782
H 0.2272 0.0644 -2.6254 -1.554
H 3.7323 -0.9757 -1.1522 0.502
H 2.8047 -0.6880 -2.6340 0.423
H 2.2756 -1.9468 -1.4783 0.365
Cl -0.8120 4.6223 1.3472 -0.204
C -0.9895 4.1842 2.9915 0.609
C -1.3449 5.1503 3.9198 -0.524
C -1.4739 4.8109 5.2717 -0.439
C -1.2466 3.4944 5.6773 -1.110
C -0.8795 2.5211 4.7486 0.255
C -0.7384 2.8344 3.3812 0.065
C -0.3066 1.8374 2.4075 -0.571
H -1.5178 6.1683 3.5868 0.441
H -1.7512 5.5737 6.0038 0.392
H -1.3550 3.2176 6.7292 0.403
H -0.7000 1.4876 5.0690 0.206
H 0.8036 1.7602 2.3024 0.341
H -0.8433 1.8822 1.4395 0.277
```

---

[3]
C2H7NS3 as an isolated structure in a non-equilibrium geometry. Source: the Open Molecules 2025 dataset; level of theory: ωB97M-V/def2-TZVPD.

Properties
**Energy above the lowest of the compared OMol25 structures with the same formula, charge and spin**: 25.9 kcal/mol
**HOMO level**: -8.88 eV
**Gap between HOMO and LUMO**: 9.20 eV

XYZ file:
```
13
Properties=species:S:1:pos:R:3:mulliken_charge:R:1
C -0.0190 0.8420 -1.0459 -1.047
C -0.3330 -0.3836 0.3784 0.264
N 0.6887 -0.1649 1.3314 -0.534
S -0.2232 -2.0363 -0.5558 -0.160
S -1.8823 0.0067 1.1113 -0.138
S 2.4323 -0.0651 0.8601 -0.138
H -1.0235 0.9851 -1.3773 0.468
H 0.4756 1.6780 -0.5338 0.319
H 0.6021 0.3275 -1.7738 0.306
H 0.5793 -0.8067 2.0633 0.281
H -1.3969 -1.5765 -1.2079 0.125
H -2.5330 -0.1606 -0.0845 0.106
H 2.6330 1.3544 0.8344 0.148
```

---

[4]
C13H25AlBr2ClF3K2MgN2O16P2S4 as an isolated structure in a non-equilibrium geometry. Source: the Open Molecules 2025 dataset; level of theory: ωB97M-V/def2-TZVPD.

Properties
**Energy above the lowest of the compared OMol25 structures with the same formula, charge and spin**: 0.0 kcal/mol
**HOMO level**: -8.09 eV
**Gap between HOMO and LUMO**: 0.97 eV

XYZ file:
```
72
Properties=species:S:1:pos:R:3:mulliken_charge:R:1
C 5.4332 1.8244 0.5390 -1.785
C 4.5408 0.7333 0.0014 0.856
C 3.0632 1.1199 -0.0184 -0.855
O 2.9687 2.5373 0.0832 -0.264
C 1.6710 3.0114 0.1744 0.596
O 1.3167 3.6037 1.1473 -0.546
C 0.8302 2.7732 -1.0416 -0.317
S -0.0284 1.1840 -0.9866 -0.332
P -1.9743 1.7569 0.0176 0.383
C -3.5848 2.2163 0.9653 -0.619
Br -2.9372 2.4604 2.7734 -0.048
C -4.7147 1.0877 0.9466 -0.413
C -4.7824 0.2446 -0.3841 -2.022
Br -4.6650 -0.0666 2.4652 0.036
O 4.8081 -0.4646 0.7443 -0.535
C 4.0048 -1.5408 0.4697 1.214
O 3.4819 -2.0677 1.4086 -0.747
C 3.7247 -2.0086 -0.9258 -0.526
S 2.7051 -3.4830 -1.0150 -0.164
H 6.4112 1.3959 0.7882 0.157
H 5.5824 2.5836 -0.2252 0.462
H 5.0505 2.3164 1.4258 0.346
H 4.8391 0.5831 -1.0390 0.296
H 2.6321 0.8076 -0.9639 0.337
H 2.4982 0.6487 0.7848 0.547
H 1.4291 2.8613 -1.9384 -0.036
H 0.0788 3.5589 -1.0612 0.515
H -1.7942 0.6738 0.8870 0.117
H -1.4187 2.9919 0.3615 0.026
H -2.6207 1.6942 -1.2215 -0.048
H -3.9483 3.2028 0.6773 0.497
H -5.6786 1.6243 1.0648 0.629
H -4.5243 0.7836 -1.3021 0.559
H -5.8120 -0.1006 -0.5121 0.674
H -4.2068 -0.6614 -0.2562 0.450
H 4.6572 -2.1860 -1.4534 0.433
H 3.1448 -1.2491 -1.4480 0.133
H 3.1986 -4.1311 0.0384 0.011
O 3.8958 -7.9630 2.5978 -0.398
P 3.7031 -6.9489 1.4889 0.838
O 3.1084 -7.7516 0.3465 -0.396
O 4.9890 -6.1947 1.0865 0.100
O 2.6231 -6.0144 1.9863 -0.360
K 5.6005 -2.0899 2.3617 0.997
K -6.4256 2.0032 -0.3659 1.014
C 2.2150 3.9629 -6.0162 -1.192
C 2.7832 3.2250 -4.8355 0.807
O 2.0778 2.7786 -3.9517 -0.570
C 4.2705 3.0563 -4.7864 -0.748
H 1.1320 4.0142 -5.9308 0.305
H 2.6227 4.9734 -6.0537 0.340
H 2.4845 3.4429 -6.9359 0.347
H 4.7627 4.0287 -4.7804 0.335
H 4.6262 2.4933 -5.6764 0.379
H 4.5435 2.5076 -3.8847 -0.036
Al 6.2322 -6.7558 -0.0375 0.194
Cl 6.4785 -3.6879 -0.2715 -0.656
N -4.5634 -2.3868 5.3398 1.134
O -3.6540 -2.4330 4.5025 -0.468
O -4.5813 -3.1774 6.2720 -0.502
O -5.4403 -1.5335 5.2229 -0.398
N -8.6443 -2.0265 3.4618 -0.281
S -8.8039 -0.4974 3.1225 1.094
O -10.0045 0.1227 3.5672 -0.601
O -8.3050 -0.1200 1.8288 -0.559
F -7.7116 0.0539 4.1175 -0.223
S -9.6305 -3.0175 2.7098 1.078
O -9.6213 -4.2927 3.3298 -0.596
O -9.5921 -2.9112 1.2877 -0.569
F -11.0524 -2.4275 3.0939 -0.256
Mg 7.8886 1.1268 -0.5922 0.440
F 5.8543 2.5078 -7.0398 -0.608
```

---

[5]
C29H30BCuN9O2S2 as an isolated structure in a non-equilibrium geometry. Source: the Open Molecules 2025 dataset; level of theory: ωB97M-V/def2-TZVPD.

Properties
**Spin multiplicity**: 2
**Expectation value of S²**: 0.7574
**Energy above the lowest of the compared OMol25 structures with the same formula, charge and spin**: 21.6 kcal/mol
**HOMO level (spin up / spin down)**: -7.00 / -6.99 eV
**Gap between HOMO and LUMO (spin up / spin down)**: 7.03 / 6.28 eV

XYZ file:
```
74
Properties=species:S:1:pos:R:3:mulliken_spin:R:1
Cu -0.0400 -0.2010 -0.2426 0.580
C -3.5953 4.5917 -6.0629 0.000
O -3.6142 3.2423 -5.6452 0.000
C -4.4056 2.9303 -4.5835 0.000
C -4.3641 1.6027 -4.1599 0.000
C -5.0991 1.1909 -3.0707 0.000
C -5.9175 2.0958 -2.3833 0.000
C -6.0048 3.4004 -2.8546 0.000
C -5.2413 3.8276 -3.9315 0.000
N -6.7661 1.7066 -1.3237 -0.001
N -6.4231 0.8947 -0.4445 0.000
C -5.1155 0.4326 -0.2653 -0.002
C -4.9838 -0.9176 0.0323 0.003
C -3.7527 -1.5516 0.0926 0.012
C -2.5568 -0.8537 -0.1088 -0.002
O -1.4082 -1.4447 -0.1629 0.081
C -2.6692 0.5835 -0.2605 -0.025
N -1.5096 1.2822 -0.3339 0.019
C -1.5350 2.5867 -0.4525 -0.006
C -2.7327 3.3138 -0.4222 0.001
C -3.9191 2.6359 -0.3367 -0.002
C -3.9317 1.2248 -0.3228 0.000
H -2.8725 4.6439 -6.8727 0.000
H -3.2772 5.2556 -5.2537 0.000
H -4.5738 4.9143 -6.4288 0.000
H -3.7322 0.9081 -4.6989 0.000
H -5.0608 0.1570 -2.7515 0.000
H -6.6727 4.0888 -2.3517 0.000
H -5.3142 4.8578 -4.2524 0.000
H -5.8970 -1.4897 0.1428 0.000
H -3.6897 -2.6155 0.2799 0.000
H -0.5733 3.0804 -0.5435 -0.001
H -2.7109 4.3950 -0.4433 0.000
H -4.8453 3.1851 -0.2537 0.000
C 2.0624 -2.6207 -1.5599 0.000
N 2.4398 -2.4855 -0.1708 0.007
C 2.7555 -3.5252 0.6703 0.005
C 2.9743 -2.9814 1.8863 0.002
N 2.7955 -1.6230 1.8008 0.012
B 3.0493 -0.7543 3.0860 -0.006
N 2.4310 0.6603 2.9718 0.019
C 3.1200 1.8249 3.1959 -0.001
C 2.2487 2.8574 3.1385 0.010
N 1.0135 2.3119 2.8654 0.009
C -0.2288 3.0408 2.7591 0.005
C 1.1419 0.9641 2.7540 -0.014
S -0.1426 -0.1012 2.3880 0.169
C 2.4545 -1.3248 0.5430 -0.020
S 2.1113 0.2175 -0.1558 0.088
H 2.2731 -3.6376 -1.8810 0.000
H 2.6275 -1.9171 -2.1685 0.000
H 1.0006 -2.4149 -1.6878 0.002
H 2.7845 -4.5462 0.3342 0.001
H 3.2418 -3.4472 2.8179 0.001
H 4.2393 -0.6274 3.2205 0.001
H 2.5285 -1.3332 4.0018 0.004
H 4.1796 1.8259 3.3781 0.001
H 2.3970 3.9149 3.2664 0.002
H -0.0351 4.0281 2.3428 0.000
H -0.7027 3.1429 3.7364 -0.002
H -0.9021 2.4862 2.1129 -0.002
N -0.4527 0.2607 -6.6673 -0.001
C -0.3643 0.1778 -5.3090 -0.004
C -1.4243 -0.3057 -4.5337 0.002
C -1.2669 -0.4134 -3.1699 -0.001
N -0.1463 -0.0788 -2.5264 0.048
C 0.8627 0.3978 -3.2598 -0.003
C 0.8055 0.5391 -4.6292 0.004
H -1.3511 0.1744 -7.1060 0.000
H 0.2554 0.7613 -7.1717 0.000
H -2.3561 -0.5962 -5.0028 0.001
H -2.0787 -0.7872 -2.5577 0.001
H 1.7527 0.6796 -2.7118 0.002
H 1.6574 0.9252 -5.1750 0.001
```

---

[6]
C12H30F6O11S7Zn as an isolated structure in a non-equilibrium geometry. Source: the Open Molecules 2025 dataset; level of theory: ωB97M-V/def2-TZVPD.

Properties
**Energy above the lowest of the compared OMol25 structures with the same formula, charge and spin**: 26.2 kcal/mol
**HOMO level**: -8.90 eV
**Gap between HOMO and LUMO**: 9.09 eV

XYZ file:
```
67
Properties=species:S:1:pos:R:3:mulliken_charge:R:1
Zn -0.4167 -0.1996 0.2409 0.925
C 0.2374 4.2215 0.7042 0.640
F -1.0792 4.4565 0.6846 -0.246
F 0.6923 3.9952 -0.5270 -0.185
F 0.8455 5.3077 1.2007 -0.244
S 0.5417 2.7262 1.8294 0.945
O 1.9682 2.7676 2.1661 -0.722
O -0.3829 2.8524 2.9411 -0.765
O 0.1576 1.6241 0.9360 -0.034
C 0.3053 -3.2988 -2.6359 0.523
F 0.5740 -3.9943 -1.5278 -0.220
F 1.4109 -2.6179 -2.9694 -0.222
F 0.0331 -4.1796 -3.5930 -0.234
S -1.1545 -2.0957 -2.4181 1.065
O -1.0506 -1.0838 -3.4522 -0.634
O -2.2765 -3.0075 -2.5035 -0.698
O -0.9501 -1.5687 -1.0601 -0.581
C 3.2196 1.8033 -1.4660 -0.793
S 2.5400 0.2226 -2.0281 0.280
O 1.1555 0.1397 -1.4583 -0.067
C 2.2572 0.6151 -3.7966 -0.832
H 4.1323 2.0112 -2.0334 0.489
H 3.5092 1.7397 -0.4188 0.116
H 2.5338 2.6336 -1.6217 0.147
H 1.8868 -0.3287 -4.1991 0.283
H 3.1492 1.0002 -4.2806 0.431
H 1.3785 1.2540 -3.8841 0.072
C 3.7800 -0.2662 2.0199 -0.866
S 2.5407 -1.5502 1.6150 0.248
O 1.3465 -0.8719 0.9980 -0.179
C 3.4067 -2.3120 0.2038 -0.774
H 4.5836 -0.8081 2.5201 0.438
H 3.4301 0.5432 2.6602 0.322
H 4.1132 0.2319 1.1094 0.133
H 4.1717 -2.9923 0.5699 0.479
H 3.8010 -1.5781 -0.5029 0.286
H 2.6620 -2.8029 -0.4253 0.057
C -3.6433 1.2974 -2.2179 -1.023
S -2.0867 2.1125 -1.7203 0.419
O -1.2172 0.9903 -1.2393 -0.252
C -1.5060 2.4016 -3.4304 -1.176
H -4.3850 1.2672 -1.4272 0.305
H -3.5225 0.2875 -2.6100 0.216
H -3.9307 1.9200 -3.0701 0.471
H -1.4519 1.4317 -3.9228 0.276
H -0.5217 2.8636 -3.4157 0.224
H -2.2163 3.0752 -3.9105 0.550
C -3.4950 2.4087 1.8296 -0.588
S -3.4429 0.6317 1.9624 0.206
O -2.2919 0.2206 1.1190 -0.235
C -2.8098 0.6021 3.6879 -0.737
H -2.4950 2.8505 1.8706 0.054
H -4.0718 3.0056 2.5359 0.449
H -3.8031 2.6399 0.8096 0.200
H -1.9740 1.3010 3.7345 0.155
H -2.5735 -0.3823 4.0766 0.211
H -3.5973 1.0546 4.3003 0.430
C -0.1485 -3.2415 3.8106 -0.998
S -1.3076 -3.0662 2.4069 0.266
O -0.9327 -1.8273 1.6920 -0.038
C -0.6094 -4.4101 1.4338 -0.791
H -0.1530 -2.4065 4.5103 0.338
H 0.8719 -3.4833 3.5215 0.226
H -0.4457 -4.0937 4.4359 0.438
H 0.4733 -4.2839 1.3495 0.123
H -1.0141 -4.3509 0.4240 0.199
H -0.7518 -5.4056 1.8554 0.499
```

---

So what do the calculations give for E? Going down the list: -15453.1190; -75884.4161; -36180.8787; -316978.3005; -115053.9445; -176020.6615 eV.